Density functional theory data (ωB97M-V/def2-TZVPD) for a cluster of 2 separate species, C5H4N2O3 in total.

Geometry as XYZ:
```
14
Properties=species:S:1:pos:R:3:forces:R:3
N -2.7747 -0.0655 -0.8785 2.6 0.5 1.1
C -1.6649 0.0044 -0.5007 -2.0 -1.2 -1.9
C -0.2761 -0.3220 -0.3816 -0.1 0.1 0.8
C 0.4064 -1.4995 -0.2276 -0.4 0.2 -0.3
N 1.7455 -1.2243 -0.2635 0.2 0.2 0.3
C 1.8250 0.0694 -0.3603 0.1 -0.6 0.1
C 3.0425 0.9191 -0.4536 0.5 -0.2 -0.3
O 4.1484 0.4433 -0.4733 -0.6 0.3 0.1
O 0.6334 0.6793 -0.4156 -0.1 0.5 -0.3
H 0.0066 -2.5031 -0.1168 0.1 0.3 -0.1
H 2.8480 2.0027 -0.5690 0.0 -0.1 0.1
O -3.3421 0.8573 1.7021 -1.4 -0.5 -2.2
H -3.7617 0.4847 0.8165 1.5 0.9 3.0
H -2.8364 0.1540 2.1220 -0.3 -0.2 -0.3
```
Forces are in eV/Å.

Properties
DFT total energy: -14370.385 eV
highest occupied orbital energy: -10.46 eV
largest force on an atom: 0.0675 hartree/bohr
frontier orbital gap: 0.342 hartree
SMILES: N#Cc1cnc(C=O)o1.O
ΔE to the lowest compared entry with this formula, charge and spin: 28.3 kcal/mol